# 1
The following is a quantum chemistry calculation of C9H12IN2O as an isolated structure, from OMol25.

Each line ends with the Mulliken charge.
Cartesian coordinates (Å):
C  0.47937  -3.27119  -1.74067  -0.0746
C  0.35403  0.02500  -0.36876  0.8946
C  0.06256  -1.04430  -1.14831  -0.3405
C  -0.72285  -3.18242  -2.31114  -0.4743
C  -2.10452  -0.75058  -2.15203  -0.1171
C  -0.64941  1.13620  -0.25652  -0.4091
C  1.43404  0.10528  0.67336  -0.7237
C  -0.38661  1.86913  1.01840  -1.1101
C  0.57519  -0.04123  1.91194  -0.5066
N  0.97323  -2.11240  -1.21255  -0.0867
N  -1.00324  -1.32114  -1.91855  -0.0509
O  -0.34041  1.03806  2.16446  -0.4139
I  -2.03302  -3.97693  -3.57273  0.3404
H  1.12404  -4.08843  -1.87580  0.4514
H  -2.85107  -1.30809  -2.74614  0.0474
H  -2.19543  0.25490  -1.88554  0.2930
H  -0.75786  1.91863  -1.08584  0.3637
H  -1.68322  0.66505  -0.15505  0.4281
H  2.07457  -0.75839  0.61738  0.2780
H  1.89521  1.07016  0.62623  0.3168
H  0.49204  2.54565  0.82599  0.3159
H  -1.02080  2.61414  1.23951  0.6097
H  -0.03864  -0.94524  1.85853  0.3411
H  1.06632  -0.17773  2.91975  0.3375
H  1.93432  -1.99880  -0.96485  0.2898

LUMO energy   -4.343 eV
2S+1   1
Energy relative to the best compared isomer or geometry (same formula, charge and spin)   41.5 kcal/mol
Kohn-Sham gap   7.5 eV
Charge   +1
Calculated total energy   -22644.8568 eV

# 2
The following is a quantum chemistry calculation of C10H21Cl2OPPt as an isolated structure, from OMol25.

Each line ends with the Mulliken charge.
Cartesian coordinates (Å):
Pt  -0.23115  0.21901  0.23655  0.7245
Cl  0.16567  2.53512  -0.22799  -0.4993
Cl  -0.79273  -2.07685  1.22625  -0.5475
C  -2.13193  0.34225  0.32814  -1.2480
H  -2.68520  -0.44558  0.83937  0.4455
H  -2.63655  1.33637  0.21757  0.4328
C  -0.37909  -1.13872  -1.43499  -0.4636
C  -1.60463  -0.20389  -1.19725  0.9329
H  -0.28683  -2.18299  -1.07327  0.3773
C  -1.98431  0.95722  -2.13628  -0.7847
H  -2.20528  -1.09935  -1.46667  0.2695
C  -1.56112  0.71496  -3.60984  -0.9178
H  -3.07786  0.97056  -2.03379  0.3367
H  -1.55821  1.90128  -1.70456  0.2349
C  -0.08196  0.17842  -3.59085  -0.6257
H  -2.16876  0.00755  -4.17373  0.3856
H  -1.59076  1.65945  -4.17017  0.3432
C  -0.03724  -1.19431  -2.89624  -0.9189
H  0.21856  0.14008  -4.67308  0.3393
H  0.50643  0.95392  -3.04030  0.2602
H  -0.82446  -1.86625  -3.28163  0.3497
H  0.94327  -1.58919  -3.13514  0.3915
C  2.01897  -1.67850  2.97455  -1.0019
P  1.67834  -0.01340  2.39023  1.1589
C  0.15130  0.49678  3.25148  -1.1851
C  2.95325  1.15556  2.91914  -1.1225
O  1.63498  0.02148  0.84939  -0.7873
H  2.06952  -1.69905  4.07739  0.3604
H  2.98499  -2.04104  2.57817  0.3394
H  1.18643  -2.33329  2.64489  0.2227
H  0.44885  0.71917  4.28629  0.4297
H  -0.23675  1.37978  2.72956  0.3537
H  -0.53506  -0.35548  3.18956  0.3814
H  3.96538  0.77034  2.69368  0.3536
H  2.77809  2.12202  2.40746  0.3051
H  2.90587  1.33657  4.00612  0.3736

LUMO energy (alpha / beta)   0.417 / -2.869 eV
2S+1   5
Energy relative to the best compared isomer or geometry (same formula, charge and spin)   19.6 kcal/mol
Kohn-Sham gap (alpha / beta)   7.0 / 6.2 eV
Charge   0
Expectation value of S²   6.015
Calculated total energy   -50332.5407 eV

# 3
The following is a quantum chemistry calculation of one molecule with the formula C21H43O6PS2, from OMol25.

Each line ends with the Mulliken charge.
Cartesian coordinates (Å):
C  7.12944  -0.80291  2.89585  -1.5166
C  5.72722  -0.58537  2.34547  -0.1274
C  5.56454  0.77762  1.63765  -1.0001
C  4.98458  0.70278  0.22762  -1.6672
C  3.45584  0.57056  0.09531  2.7022
C  2.73423  1.32272  1.21406  -1.6824
C  1.20483  1.34210  1.18144  -0.8933
C  0.56497  2.45555  0.31535  -1.0669
C  -0.75404  1.95894  -0.27958  -0.9420
C  -1.81641  1.77758  0.82384  -0.2190
C  -3.04237  2.71400  0.65620  -1.3248
C  -4.28067  1.97148  0.15438  -0.7351
C  -5.06138  1.25217  1.26736  -0.7818
C  -4.86455  -0.28236  1.24748  -0.7726
C  -6.02937  -1.04662  0.60740  -0.5001
C  -6.47952  -0.45202  -0.71986  -0.1294
C  -7.44360  -1.36777  -1.50707  -0.6416
O  -7.71252  -2.60450  -0.86123  -0.3768
C  -9.00793  -2.66902  -0.30716  -0.7080
C  3.08460  -0.91273  0.07095  -1.6399
C  3.63496  -1.72982  -1.13642  -0.7082
C  4.05380  -0.94391  -2.37997  0.1768
P  4.83693  -2.12804  -3.57334  0.6542
O  3.95151  -3.44416  -3.45864  -0.5248
O  6.24327  -2.54240  -2.91508  -0.5615
S  5.00385  -1.47149  -5.37228  -0.3961
O  2.98602  -0.36654  -3.12361  -0.3046
S  2.00765  0.50367  -2.10208  0.7156
O  1.45811  1.51197  -2.93625  -0.6296
O  3.12021  1.26381  -1.17282  -0.5449
H  7.88230  -0.58251  2.15201  0.3868
H  7.27737  -0.21693  3.79699  0.3601
H  7.22596  -1.84967  3.16540  0.4139
H  5.58638  -1.34293  1.57574  0.1042
H  4.95893  -0.75944  3.09298  0.3545
H  6.57870  1.15004  1.52291  0.5805
H  5.06799  1.49642  2.27761  0.4746
H  5.51563  -0.08972  -0.28888  0.1742
H  5.25838  1.62118  -0.28687  0.5045
H  3.08950  2.34958  1.16970  0.5001
H  3.05273  0.91422  2.16654  0.5118
H  0.88972  1.54467  2.19892  0.4498
H  0.75639  0.38802  0.92193  0.3069
H  0.33676  3.29883  0.96484  0.4763
H  1.23516  2.80839  -0.45792  0.5951
H  -1.09338  2.61376  -1.07515  0.5625
H  -0.59004  0.98446  -0.72691  0.2541
H  -1.41154  1.97657  1.81142  0.3202
H  -2.13720  0.74358  0.85333  0.2842
H  -3.25556  3.21060  1.59825  0.4428
H  -2.75310  3.47790  -0.06004  0.4798
H  -4.92718  2.72508  -0.29206  0.4336
H  -3.97845  1.30167  -0.64362  0.3600
H  -6.11166  1.50794  1.21031  0.4682
H  -4.68556  1.60742  2.22182  0.4470
H  -4.74529  -0.64893  2.26039  0.3047
H  -3.97902  -0.49915  0.65857  0.3573
H  -6.85838  -1.07071  1.31055  0.2000
H  -5.71028  -2.06883  0.43569  0.3595
H  -6.95168  0.51388  -0.56595  0.1966
H  -5.59374  -0.26167  -1.31847  0.1217
H  -8.38690  -0.86527  -1.70130  0.3546
H  -6.98254  -1.60418  -2.46118  0.3248
H  -9.76422  -2.48186  -1.06777  0.3183
H  -9.18278  -3.65811  0.09373  0.2546
H  -9.10143  -1.94275  0.50086  0.2870
H  2.02754  -1.08569  0.19267  0.3821
H  3.52964  -1.34366  0.96084  0.5892
H  4.50075  -2.29696  -0.80451  0.4672
H  2.88904  -2.46670  -1.39988  0.5334
H  4.82296  -0.20189  -2.18731  0.1225
H  3.90778  -3.82742  -4.35622  0.3508
H  6.55612  -1.84449  -2.31494  0.3762

LUMO energy   0.188 eV
2S+1   1
Kohn-Sham gap   9.1 eV
Charge   0
Calculated total energy   -65719.1607 eV